# 1
Entry from the Open Molecules 2025 dataset: a 9-piece molecular cluster, C33H66O15S6 overall (ωB97M-V/def2-TZVPD).

Output
- E_LUMO (eV) = -0.1
- ΔE to the lowest compared entry with this formula, charge and spin (kJ/mol) = 0.0
- HOMO energy (Eh) = -0.34883
- SMILES = O=S1(=O)CCCC1.O=S1(=O)CCCC1.O=S1(=O)CCCC1.O=S1(=O)CCCC1.O=S1(=O)CCCC1.O=S1(=O)CCCC1.CC(C)=O.CC(C)=O.CC(C)=O
- spin multiplicity = 1
- orbital gap (eV) = 9.374

The geometry in XYZ format:
```
120
C33H66O15S6, DFT ωB97M-V/def2-TZVPD
C -6.105 5.497 -1.604
C -5.074 6.128 -2.533
O -3.940 5.800 -2.458
C -5.473 7.267 -3.468
H -7.162 5.690 -1.788
H -5.941 6.068 -0.690
H -5.821 4.456 -1.454
H -4.613 7.526 -4.085
H -5.786 8.188 -2.976
H -6.324 6.926 -4.057
C -0.498 -6.930 4.007
C -1.443 -7.785 3.195
O -1.789 -8.895 3.583
C -2.116 -7.142 1.963
H 0.111 -6.353 3.312
H 0.040 -7.563 4.713
H -1.133 -6.288 4.617
H -2.953 -7.723 1.576
H -1.474 -6.918 1.112
H -2.546 -6.192 2.284
C 6.412 4.910 -4.744
C 5.731 3.846 -5.485
O 4.552 3.902 -5.953
C 6.614 2.666 -5.728
H 7.173 5.427 -5.328
H 6.956 4.560 -3.867
H 5.694 5.641 -4.370
H 6.088 1.757 -6.019
H 7.275 2.345 -4.924
H 7.254 2.920 -6.573
C 4.312 -5.175 -7.200
C 2.973 -4.547 -7.331
C 1.848 -5.471 -6.714
S 2.675 -6.400 -5.461
O 2.913 -7.811 -5.843
O 2.070 -6.097 -4.166
C 4.357 -5.632 -5.755
H 5.202 -4.576 -7.392
H 4.455 -6.055 -7.827
H 2.744 -4.204 -8.340
H 3.116 -3.609 -6.796
H 1.414 -6.115 -7.479
H 1.052 -4.859 -6.288
H 5.063 -6.404 -5.447
H 4.428 -4.726 -5.153
C -0.958 6.520 5.928
C -2.404 6.845 5.639
C -2.915 7.659 6.816
S -1.487 8.683 7.408
O -1.334 8.546 8.884
O -1.667 10.067 6.897
C -0.140 7.773 6.469
H -0.396 6.062 5.114
H -0.923 5.828 6.769
H -2.921 5.896 5.503
H -2.527 7.461 4.747
H -3.270 7.237 7.757
H -3.651 8.379 6.458
H 0.822 7.714 6.980
H 0.055 8.433 5.624
C -2.509 1.407 -7.517
C -3.861 2.069 -7.193
C -4.331 1.385 -5.921
S -4.017 -0.427 -6.324
O -5.271 -1.000 -6.897
O -3.427 -1.082 -5.152
C -2.682 -0.154 -7.574
H -1.693 1.670 -6.844
H -2.202 1.626 -8.540
H -4.505 1.906 -8.058
H -3.806 3.144 -7.020
H -5.353 1.411 -5.540
H -3.776 1.666 -5.026
H -3.109 -0.416 -8.542
H -1.775 -0.721 -7.362
C 7.808 -3.129 4.263
C 7.493 -2.621 5.674
C 6.543 -3.665 6.287
S 5.331 -4.011 4.969
O 4.199 -3.093 5.169
O 5.207 -5.458 4.787
C 6.395 -3.268 3.662
H 8.370 -4.060 4.332
H 8.470 -2.444 3.732
H 6.922 -1.698 5.779
H 8.374 -2.548 6.312
H 6.023 -3.321 7.181
H 7.126 -4.579 6.400
H 5.914 -2.323 3.412
H 6.383 -3.906 2.778
C 1.447 -0.778 -2.045
C 1.458 -1.556 -0.727
C 0.072 -1.376 -0.012
S -0.372 0.387 -0.280
O 0.151 1.102 0.873
O -1.759 0.486 -0.766
C 0.860 0.610 -1.678
H 0.829 -1.241 -2.814
H 2.443 -0.654 -2.472
H 2.192 -1.066 -0.087
H 1.722 -2.596 -0.921
H 0.025 -1.624 1.048
H -0.737 -1.925 -0.494
H 1.717 1.127 -1.247
H 0.472 1.217 -2.496
C -5.210 -2.361 5.938
C -5.573 -1.348 4.817
C -4.852 -0.078 5.147
S -5.008 0.185 6.941
O -6.304 0.863 7.166
O -3.735 0.651 7.506
C -5.203 -1.659 7.325
H -4.247 -2.845 5.776
H -5.927 -3.182 5.939
H -6.649 -1.175 4.808
H -5.460 -1.744 3.807
H -5.085 0.898 4.721
H -3.777 -0.201 5.016
H -6.039 -1.755 8.017
H -4.310 -1.874 7.912
```

# 2
Entry from the Open Molecules 2025 dataset: a 2-piece molecular cluster, CH3F2OP overall (ωB97M-V/def2-TZVPD).

Output
- E_LUMO (alpha / beta) (eV) = -3.7 / -2.6
- ΔE to the lowest compared entry with this formula, charge and spin (kJ/mol) = 488.8
- HOMO energy (alpha / beta) (Eh) = -0.30079 / -0.38548
- spin multiplicity = 1
- orbital gap (alpha / beta) (eV) = 4.499 / 7.874

The geometry in XYZ format:
```
8
CH3F2OP, DFT ωB97M-V/def2-TZVPD
C 0.797 -0.171 0.043
O -0.487 -0.636 0.282
F 0.734 2.592 -0.093
F -2.737 -1.242 0.433
P -1.810 -0.272 -0.495
H 0.865 0.896 -0.174
H 1.165 -0.744 -0.887
H 1.473 -0.423 0.893
```

# 3
Entry from the Open Molecules 2025 dataset: C16H10MgN4O7S as an isolated structure (ωB97M-V/def2-TZVPD).

Output
- E_LUMO (eV) = -2.5
- HOMO energy (Eh) = -0.26806
- spin multiplicity = 1
- orbital gap (eV) = 4.767

The geometry in XYZ format:
```
39
C16H10MgN4O7S, DFT ωB97M-V/def2-TZVPD
Mg 0.267 0.663 0.386
O -3.530 0.502 2.228
C -2.289 0.411 1.824
O -1.946 0.536 0.650
C -1.278 0.133 2.887
C -1.479 -0.145 4.221
C -0.344 -0.417 4.991
C 0.917 -0.410 4.416
C 1.020 -0.116 3.060
N -0.061 0.152 2.359
C 2.300 -0.067 2.215
O 3.365 -0.222 2.761
O 2.069 0.150 0.953
H -4.104 0.700 1.469
H -2.477 -0.152 4.635
H -0.456 -0.640 6.043
H 1.814 -0.624 4.980
O -2.980 10.229 0.566
S -3.002 9.123 -0.363
O -3.727 7.951 0.089
O -3.208 9.470 -1.758
C -1.273 8.561 -0.425
N -0.304 9.481 -0.540
C 0.934 9.033 -0.650
C 1.254 7.679 -0.648
C 0.185 6.817 -0.520
N -1.066 7.250 -0.405
C 0.294 5.336 -0.491
C -0.859 4.592 -0.744
C -0.807 3.226 -0.647
N 0.317 2.559 -0.312
C 1.438 3.272 -0.101
C 1.465 4.648 -0.186
H 1.712 9.785 -0.744
H 2.276 7.340 -0.757
H -1.782 5.108 -0.974
H -1.688 2.624 -0.826
H 2.327 2.708 0.157
H 2.385 5.175 0.022
```

# 4
Entry from the Open Molecules 2025 dataset: one molecule with the formula C3H3NOS2 (ωB97M-V/def2-TZVPD).

Output
- E_LUMO (alpha / beta) (eV) = 0.5 / -2.9
- <S²> = 2.012
- ΔE to the lowest compared entry with this formula, charge and spin (kJ/mol) = 364.7
- HOMO energy (alpha / beta) (Eh) = -0.24232 / -0.33818
- spin multiplicity = 3
- orbital gap (alpha / beta) (eV) = 7.056 / 6.342

The geometry in XYZ format:
```
10
C3H3NOS2, DFT ωB97M-V/def2-TZVPD
C -1.126 -0.262 -0.236
C -0.341 0.582 -0.971
C 0.511 -0.402 1.452
N -0.669 -0.725 0.972
O 1.710 1.990 -0.167
S 2.273 -0.932 -0.301
S 1.127 0.731 0.130
H -2.183 -0.587 -0.412
H -0.226 1.066 -1.873
H -1.077 -1.461 1.408
```

# 5
Entry from the Open Molecules 2025 dataset: an isolated ion of composition C9H12ClF2N2O2 and charge +1 (ωB97M-V/def2-TZVPD).

Output
- E_LUMO (eV) = -4.1
- net charge = +1
- HOMO energy (Eh) = -0.55191
- SMILES = C#C[N@+](C(=O)NC(=O)F)([C@@H](C)F)[C@@H](Cl)CC
- spin multiplicity = 1
- orbital gap (eV) = 10.943

The geometry in XYZ format:
```
28
C9H12ClF2N2O2, DFT ωB97M-V/def2-TZVPD
C 0.454 -0.906 -2.840
C 0.507 -0.390 -1.777
N 0.553 0.156 -0.460
C 1.368 1.469 -0.606
O 2.287 1.457 -1.319
N 0.974 2.644 0.095
C 1.245 2.593 1.488
O 0.422 2.376 2.305
F 2.481 2.769 1.863
C 1.254 -0.756 0.532
C 1.685 -2.108 -0.024
F 2.373 -0.153 1.020
C -0.909 0.430 -0.065
Cl -1.681 1.381 -1.375
C -1.738 -0.869 0.066
C -3.137 -0.440 0.670
H 0.253 -1.350 -3.793
H 0.014 2.925 -0.090
H 0.634 -0.957 1.412
H 2.423 -2.017 -0.827
H 2.213 -2.599 0.806
H 0.845 -2.759 -0.281
H -0.935 0.954 0.896
H -1.304 -1.551 0.804
H -1.924 -1.333 -0.904
H -3.363 -1.076 1.527
H -3.895 -0.501 -0.113
H -3.098 0.610 0.989
```

# 6
Entry from the Open Molecules 2025 dataset: an isolated ion of composition C6H12NO and charge -1 (ωB97M-V/def2-TZVPD).

Output
- E_LUMO (eV) = 3.8
- net charge = -1
- ΔE to the lowest compared entry with this formula, charge and spin (kJ/mol) = 47.9
- HOMO energy (Eh) = -0.09155
- SMILES = C=C(C)C[C@H](N)C[O-]
- spin multiplicity = 1
- orbital gap (eV) = 6.244

The geometry in XYZ format:
```
20
C6H12NO, DFT ωB97M-V/def2-TZVPD
C -2.509 -0.139 -0.427
O -2.801 -1.051 0.510
C -0.950 0.016 -0.571
C -0.234 -0.022 0.776
C 1.280 -0.163 0.564
C 2.022 0.933 0.405
C 1.943 -1.498 0.552
N -0.588 1.237 -1.393
H -2.982 -0.399 -1.423
H -2.817 0.906 -0.117
H -0.472 -0.811 -1.117
H -0.277 0.939 1.301
H -0.826 -0.751 1.338
H 3.092 1.034 0.317
H 1.630 1.946 0.371
H 1.717 -1.971 1.510
H 1.497 -2.188 -0.175
H 2.991 -1.527 0.272
H -0.300 1.993 -0.790
H -1.418 1.516 -1.904
```

Maximum force (eV/Å)
4.28; 3.81; 0.38; 5.42; 2.84; 1.63
Total energy (eV)
-131009.3185; -17853.8391; -53329.5304; -28360.2581; -34549.5444; -9952.8492